Entry 1:
The following is a quantum chemistry calculation of one molecule with the formula C24H39N3O4S in a non-equilibrium geometry, from the Open Molecules 2025 dataset.

Maximum force: 0.020 hartree/bohr
DFT total energy: -1801.3446 hartree
LUMO energy: 0.65 eV
Orbital gap: 9.4 eV
Molecular weight: 465.66 g/mol

Positions of all 71 atoms, in Å:
C: -2.69 3.47 8.64
C: -2.38 3.14 7.22
C: -3.00 3.82 6.18
C: -2.71 3.54 4.85
C: -1.77 2.55 4.56
C: -1.11 1.87 5.58
C: -1.43 2.18 6.90
H: -0.93 1.65 7.69
C: -0.06 0.83 5.33
H: -0.48 -0.01 4.78
H: 0.74 1.24 4.72
H: 0.35 0.47 6.27
S: -1.44 2.23 2.82
O: -0.55 1.11 2.66
O: -1.08 3.45 2.16
N: -2.98 1.77 2.30
H: -3.10 0.78 2.48
C: -3.42 2.15 0.97
C: -2.85 1.33 -0.20
C: -1.38 1.67 -0.47
C: -0.88 0.91 -1.69
C: -1.02 -0.61 -1.47
C: -0.53 -1.33 -2.71
O: -1.26 -1.69 -3.61
N: 0.82 -1.49 -2.75
H: 1.37 -1.21 -1.96
C: 1.50 -2.16 -3.84
C: 1.99 -3.55 -3.44
C: 2.78 -4.19 -4.58
N: 3.93 -3.40 -4.96
C: 4.38 -3.65 -6.31
C: 5.51 -2.68 -6.66
O: 6.60 -2.82 -5.77
C: 6.17 -2.61 -4.45
C: 5.06 -3.57 -4.05
H: 4.74 -3.36 -3.03
H: 5.44 -4.61 -4.09
H: 7.05 -2.75 -3.82
H: 5.81 -1.57 -4.33
H: 5.90 -2.88 -7.66
H: 5.12 -1.65 -6.61
H: 3.54 -3.49 -7.00
H: 4.74 -4.69 -6.44
H: 2.12 -4.26 -5.45
H: 3.07 -5.22 -4.30
H: 1.14 -4.18 -3.19
H: 2.62 -3.47 -2.55
H: 0.78 -2.24 -4.65
H: 2.35 -1.55 -4.17
C: -2.48 -0.95 -1.18
C: -2.98 -0.18 0.03
H: -4.02 -0.44 0.23
H: -2.38 -0.46 0.90
H: -3.07 -0.71 -2.06
H: -2.57 -2.02 -1.01
H: -0.40 -0.89 -0.61
H: -1.46 1.19 -2.57
H: 0.17 1.16 -1.88
H: -1.28 2.75 -0.64
H: -0.78 1.42 0.40
H: -3.43 1.60 -1.08
H: -4.51 2.08 0.97
H: -3.13 3.19 0.85
C: -3.42 4.30 3.78
H: -3.91 5.18 4.20
H: -2.72 4.60 3.01
H: -4.18 3.67 3.31
H: -3.73 4.58 6.41
H: -2.46 2.64 9.30
H: -2.09 4.33 8.96
H: -3.74 3.73 8.76

Löwdin population analysis, charges in e, atoms 1 to 2: -0.044 -0.259


Entry 2:
The following is a quantum chemistry calculation of a 3-piece molecular cluster, C20H37FO6Si overall, from the Open Molecules 2025 dataset.

Maximum force: 0.006 hartree/bohr
DFT total energy: -1624.9668 hartree
LUMO energy: -1.12 eV
Orbital gap: 8.0 eV
Molecular weight: 420.59 g/mol

Positions of all 65 atoms, in Å:
C: 2.79 0.14 -1.29
C: 2.02 0.69 -2.48
C: 1.46 2.10 -2.28
F: 0.39 2.27 -3.18
C: 0.97 2.43 -0.89
C: -0.17 2.02 -0.30
Si: -1.65 1.07 -1.08
C: -1.19 -0.67 -1.61
C: -2.98 0.93 0.23
C: -2.36 2.05 -2.50
C: -0.27 2.36 1.16
O: -0.70 1.56 1.95
C: 0.29 3.67 1.62
C: 1.38 4.11 1.00
C: 1.93 3.30 -0.12
O: 3.11 3.34 -0.40
H: 3.14 -0.87 -1.50
H: 2.17 0.10 -0.39
H: 3.66 0.76 -1.06
H: 2.68 0.73 -3.35
H: 1.19 0.04 -2.75
H: 2.22 2.83 -2.56
H: -0.33 -1.09 -1.08
H: -1.00 -0.75 -2.68
H: -2.05 -1.31 -1.39
H: -3.22 1.90 0.69
H: -2.68 0.26 1.03
H: -3.90 0.54 -0.23
H: -1.98 1.70 -3.46
H: -3.45 1.94 -2.49
H: -2.11 3.11 -2.43
H: -0.15 4.18 2.47
H: 1.92 5.00 1.30
C: 1.98 3.42 6.54
O: 0.86 2.86 5.88
C: 1.19 2.09 4.74
C: 1.23 0.61 5.02
O: 2.24 0.25 5.94
C: 1.78 0.07 7.27
H: 1.63 3.80 7.50
H: 2.76 2.67 6.71
H: 2.40 4.25 5.97
H: 2.16 2.41 4.34
H: 0.43 2.27 3.98
H: 1.43 0.08 4.09
H: 0.25 0.28 5.39
H: 1.21 -0.86 7.36
H: 1.15 0.90 7.59
H: 2.65 0.01 7.91
C: -0.99 -5.53 -5.80
O: -1.77 -6.06 -4.75
C: -1.19 -5.90 -3.47
C: -1.78 -4.73 -2.71
O: -1.51 -3.49 -3.34
C: -2.58 -2.99 -4.12
H: -1.61 -5.52 -6.69
H: -0.65 -4.51 -5.58
H: -0.11 -6.16 -5.99
H: -0.11 -5.78 -3.55
H: -1.39 -6.81 -2.90
H: -1.34 -4.69 -1.71
H: -2.86 -4.86 -2.60
H: -3.38 -2.59 -3.48
H: -3.00 -3.75 -4.77
H: -2.19 -2.17 -4.73

Löwdin population analysis, charges in e, atoms 1 to 2: -0.083 -0.168


Entry 3:
The following is a quantum chemistry calculation of a 2-piece molecular cluster, C3H10NS overall in a non-equilibrium geometry, from the Open Molecules 2025 dataset.

Maximum force: 0.033 hartree/bohr
Net charge: -1
DFT total energy: -573.2394 hartree
LUMO energy: 4.08 eV
Orbital gap: 6.4 eV
Molecular weight: 92.19 g/mol

Positions of all 15 atoms, in Å:
C: -2.97 0.02 -0.78
S: -1.48 -0.82 -0.23
H: -3.27 0.89 -0.18
H: -2.84 0.49 -1.79
H: -3.79 -0.68 -0.98
C: 2.51 0.88 -0.63
C: 2.25 -0.01 0.60
N: 1.24 0.57 1.50
H: 2.49 1.95 -0.43
H: 3.54 0.72 -0.92
H: 1.73 0.48 -1.28
H: 1.74 -0.90 0.23
H: 3.19 -0.22 1.13
H: 0.68 1.21 0.96
H: 0.55 -0.15 1.72

Löwdin population analysis, charges in e, atoms 1 to 2: -0.798 0.056


Entry 4:
The following is a quantum chemistry calculation of an isolated ion of composition C5H9FN and charge +1 in a non-equilibrium geometry, from the Open Molecules 2025 dataset.

Maximum force: 0.060 hartree/bohr
Net charge: +1
DFT total energy: -350.2147 hartree
LUMO energy: -3.73 eV
Orbital gap: 11.3 eV
Molecular weight: 102.13 g/mol

Positions of all 16 atoms, in Å:
C: 0.90 1.43 0.46
C: 0.14 -0.66 -1.08
C: -0.37 -0.62 1.25
C: 1.15 0.19 -0.41
C: 0.95 0.10 1.06
N: -1.02 -0.33 -0.11
F: 1.91 -0.22 1.94
H: 1.79 2.01 0.60
H: 0.08 2.03 0.40
H: -0.13 -0.43 -2.07
H: 0.47 -1.75 -0.93
H: -0.11 -1.62 1.09
H: -1.00 -0.47 2.14
H: 2.21 0.08 -0.69
H: -1.30 0.69 -0.45
H: -1.87 -0.95 -0.25

Löwdin population analysis, charges in e, atoms 1 to 2: 0.037 -0.045


Entry 5:
The following is a quantum chemistry calculation of a 2-piece molecular cluster, C9H15NO2P overall in a non-equilibrium geometry, from the Open Molecules 2025 dataset.

Maximum force: 0.024 hartree/bohr
Net charge: -1
DFT total energy: -898.4274 hartree
LUMO energy: 2.38 eV
Orbital gap: 5.5 eV
Molecular weight: 200.20 g/mol

Positions of all 28 atoms, in Å:
P: 1.34 3.91 2.36
C: 1.56 2.17 1.53
C: 0.53 1.27 1.48
C: 0.74 0.07 0.83
C: 1.96 -0.19 0.28
N: 3.01 0.65 0.32
C: 2.75 1.80 0.96
H: 2.76 4.21 2.09
H: 1.69 3.36 3.69
H: -0.08 3.59 2.59
H: 0.99 4.46 1.01
H: 1.14 5.26 2.92
H: -0.43 1.50 1.91
H: -0.04 -0.67 0.76
H: 2.12 -1.13 -0.24
H: 3.56 2.51 1.01
O: -2.01 -1.99 0.55
C: -2.00 -2.43 -0.56
O: -2.37 -3.71 -0.85
C: -2.15 -3.97 -2.25
C: -2.15 -2.60 -2.92
C: -1.57 -1.71 -1.82
H: -1.19 -4.48 -2.36
H: -2.94 -4.62 -2.61
H: -1.58 -2.58 -3.85
H: -3.17 -2.30 -3.14
H: -0.48 -1.67 -1.84
H: -1.97 -0.70 -1.84

Löwdin population analysis, charges in e, atoms 1 to 2: 0.167 -0.394


Entry 6:
The following is a quantum chemistry calculation of a 2-piece molecular cluster, C2H8N2O overall in a non-equilibrium geometry, from the Open Molecules 2025 dataset.

Spin multiplicity: 2
Maximum force: 0.038 hartree/bohr
Net charge: +1
DFT total energy: -265.3775 hartree
Expectation value of S²: 0.757
LUMO energy (spin up / spin down): -3.50 / -8.67 eV
Orbital gap (spin up / spin down): 8.9 / 3.7 eV
Molecular weight: 76.10 g/mol

Positions of all 13 atoms, in Å:
O: -3.77 1.53 0.84
C: -3.96 1.17 1.98
H: -4.34 1.81 2.77
H: -3.93 0.08 2.15
N: 1.72 -0.90 0.29
C: 1.83 0.08 -0.75
N: 1.87 -0.53 -2.04
H: 1.33 -1.78 -0.03
H: 2.55 -1.06 0.85
H: 0.82 0.56 -0.72
H: 2.63 0.78 -0.52
H: 2.01 -1.53 -2.06
H: 1.24 -0.20 -2.76

Löwdin population analysis, charges in e, atoms 1 to 2: -0.022 -0.136


Entry 7:
The following is a quantum chemistry calculation of a 3-piece molecular cluster, C4H16N2O2 overall in a non-equilibrium geometry, from the Open Molecules 2025 dataset.

Maximum force: 0.042 hartree/bohr
DFT total energy: -421.9348 hartree
LUMO energy: 0.64 eV
Orbital gap: 9.1 eV
Molecular weight: 124.18 g/mol

Positions of all 24 atoms, in Å:
C: -0.45 -3.08 0.14
N: -0.96 -1.82 -0.42
C: -0.25 -0.65 0.17
C: -0.76 0.71 -0.40
N: 0.07 1.71 0.24
C: 1.11 2.54 -0.40
H: -0.06 -3.04 1.20
H: 0.42 -3.44 -0.38
H: -1.28 -3.77 0.24
H: -1.88 -1.77 0.00
H: -0.31 -0.67 1.27
H: 0.80 -0.82 -0.14
H: -0.66 0.74 -1.49
H: -1.83 0.81 -0.21
H: -0.21 1.91 1.18
H: 1.73 1.99 -1.07
H: 0.60 3.29 -1.02
H: 1.71 2.91 0.42
H: -0.51 -1.80 -2.55
H: -0.29 -3.28 -2.91
O: -0.12 -2.39 -3.22
H: 0.47 2.95 2.90
H: 1.79 2.45 3.44
O: 1.08 3.08 3.65

Löwdin population analysis, charges in e, atoms 1 to 2: -0.148 -0.149


Entry 8:
The following is a quantum chemistry calculation of a 5-piece molecular cluster, C20H39BrN3O6PS5 overall, from the Open Molecules 2025 dataset.

Maximum force: 0.018 hartree/bohr
DFT total energy: -6307.3095 hartree
LUMO energy: 0.31 eV
Orbital gap: 8.8 eV
Molecular weight: 688.76 g/mol

Positions of all 75 atoms, in Å:
C: 3.52 -2.14 0.55
C: 2.67 -2.29 -0.73
P: 2.03 -0.76 -1.54
C: 3.43 0.41 -1.35
C: 3.56 1.37 -2.56
C: 0.64 -0.09 -0.39
Br: 0.68 1.85 -0.60
C: 0.91 -0.41 1.01
N: 1.12 -0.58 2.12
C: -0.73 -0.70 -0.86
C: -1.09 -0.08 -2.15
N: -1.42 0.41 -3.13
C: -1.92 -0.62 0.12
C: -2.43 0.75 0.56
C: -1.91 1.14 1.93
O: -2.01 0.40 2.87
O: -1.40 2.41 2.07
N: -0.47 -2.15 -1.02
C: -1.20 -2.81 -1.74
S: -2.22 -3.62 -2.58
H: 4.32 -2.89 0.58
H: 3.99 -1.16 0.67
H: 2.90 -2.33 1.42
H: 3.27 -2.75 -1.52
H: 1.85 -2.98 -0.54
H: 4.33 -0.21 -1.27
H: 3.38 0.99 -0.42
H: 3.44 2.41 -2.22
H: 4.53 1.26 -3.05
H: 2.77 1.19 -3.29
H: -2.74 -1.11 -0.42
H: -1.72 -1.27 0.98
H: -2.23 1.53 -0.18
H: -3.51 0.69 0.67
H: -0.46 2.33 2.29
C: -4.99 -2.52 2.48
S: -5.03 -3.74 1.17
O: -4.22 -3.22 0.04
C: -6.75 -3.48 0.74
H: -3.98 -2.47 2.88
H: -5.28 -1.55 2.08
H: -5.67 -2.82 3.28
H: -6.90 -2.44 0.47
H: -7.38 -3.75 1.60
H: -6.98 -4.13 -0.10
C: -6.17 1.79 2.56
S: -7.34 0.44 2.44
O: -7.33 -0.04 1.03
C: -8.82 1.44 2.65
H: -5.18 1.37 2.41
H: -6.39 2.52 1.78
H: -6.24 2.24 3.55
H: -8.85 2.20 1.87
H: -8.80 1.91 3.63
H: -9.68 0.79 2.56
C: 5.06 4.35 -5.38
S: 3.95 2.96 -5.67
O: 4.78 1.73 -5.56
C: 3.73 3.26 -7.43
H: 5.35 4.32 -4.34
H: 5.93 4.26 -6.02
H: 4.53 5.28 -5.59
H: 4.70 3.24 -7.92
H: 3.24 4.22 -7.58
H: 3.10 2.46 -7.82
C: 7.52 -0.81 3.88
S: 6.12 -1.92 3.69
O: 6.02 -2.24 2.24
C: 4.85 -0.69 4.03
H: 8.42 -1.38 3.66
H: 7.43 0.02 3.19
H: 7.56 -0.45 4.91
H: 4.95 0.13 3.32
H: 4.96 -0.33 5.05
H: 3.88 -1.17 3.91

Löwdin population analysis, charges in e, atoms 1 to 2: -0.170 -0.401


Entry 9:
The following is a quantum chemistry calculation of an isolated ion of composition C5F9O2 and charge -1 in a non-equilibrium geometry, from the Open Molecules 2025 dataset.

Maximum force: 0.037 hartree/bohr
Net charge: -1
DFT total energy: -1239.9149 hartree
LUMO energy: 3.56 eV
Orbital gap: 8.6 eV
Molecular weight: 263.03 g/mol

Positions of all 16 atoms, in Å:
O: 2.17 -0.89 1.84
C: 1.89 -0.90 0.62
O: 1.98 -1.83 -0.18
C: 1.37 0.49 0.08
F: 2.41 1.08 -0.57
F: 1.04 1.30 1.09
C: 0.23 0.43 -0.96
F: 0.71 -0.15 -2.07
F: -0.14 1.67 -1.33
C: -1.03 -0.36 -0.55
F: -0.84 -1.66 -0.43
F: -1.91 -0.19 -1.57
C: -1.76 0.16 0.74
F: -1.61 1.45 0.94
F: -1.41 -0.54 1.79
F: -3.08 -0.06 0.57

Löwdin population analysis, charges in e, atoms 1 to 2: -0.028 -0.655


Entry 10:
The following is a quantum chemistry calculation of a 2-piece molecular cluster, C2H9NS2 overall in a non-equilibrium geometry, from the Open Molecules 2025 dataset.

Maximum force: 0.042 hartree/bohr
DFT total energy: -932.6836 hartree
LUMO energy: 0.39 eV
Orbital gap: 9.3 eV
Molecular weight: 111.23 g/mol

Positions of all 14 atoms, in Å:
S: 1.40 -1.22 -1.44
S: 1.71 0.45 -2.62
H: 0.07 -1.04 -1.27
H: 0.86 0.22 -3.64
C: -0.94 0.14 3.26
N: -1.80 1.03 2.48
C: -3.10 0.43 2.15
H: -0.48 -0.64 2.65
H: -1.41 -0.29 4.15
H: -0.11 0.72 3.66
H: -1.88 1.85 3.06
H: -3.46 -0.16 3.01
H: -3.83 1.24 2.18
H: -3.03 -0.07 1.19

Löwdin population analysis, charges in e, atoms 1 to 2: 0.207 0.204


Entry 11:
The following is a quantum chemistry calculation of C5H8N2O as an isolated structure in a non-equilibrium geometry, from the Open Molecules 2025 dataset.

Maximum force: 0.174 hartree/bohr
DFT total energy: -379.5856 hartree
LUMO energy: 0.41 eV
Orbital gap: 9.0 eV
Molecular weight: 112.13 g/mol

Positions of all 16 atoms, in Å:
C: -1.48 -1.02 0.49
C: -1.15 0.20 -0.49
C: 0.56 0.71 0.26
C: 2.12 0.69 0.20
C: 0.39 -0.20 -0.82
H: -2.24 -0.41 1.86
H: -2.12 -1.67 -0.45
H: -0.44 -2.27 0.93
H: -2.05 0.51 -1.12
H: -0.39 2.27 -0.36
H: 0.61 0.01 1.10
H: 2.82 1.52 0.49
H: 0.40 0.17 -1.86
N: -0.55 1.36 0.04
N: 2.35 -0.62 0.12
O: 1.16 -1.25 -0.40

Löwdin population analysis, charges in e, atoms 1 to 2: -0.122 -0.341


Entry 12:
The following is a quantum chemistry calculation of a 2-piece molecular cluster, C10H26BN3 overall in a non-equilibrium geometry, from the Open Molecules 2025 dataset.

Spin multiplicity: 3
Maximum force: 0.095 hartree/bohr
DFT total energy: -585.5182 hartree
Expectation value of S²: 2.008
LUMO energy (spin up / spin down): 0.77 / -0.59 eV
Orbital gap (spin up / spin down): 5.8 / 8.0 eV
Molecular weight: 199.15 g/mol

Positions of all 40 atoms, in Å:
B: -1.78 0.03 0.07
C: 2.53 -1.44 0.98
C: 0.13 -2.17 1.17
C: 1.28 -2.05 -1.17
C: 1.16 1.08 -1.96
C: 0.16 2.24 0.01
C: 2.50 1.76 0.19
C: -3.67 -0.56 -1.55
C: -1.85 1.10 2.38
C: 1.16 -1.43 0.29
C: 1.07 1.10 -0.34
N: -2.32 -0.68 -1.01
N: -2.45 0.49 1.21
N: 0.72 -0.08 0.36
H: 2.43 -0.97 1.90
H: 3.04 -2.49 1.04
H: 3.28 -1.07 0.24
H: 0.40 -1.89 2.17
H: -0.06 -3.28 0.95
H: -0.85 -1.64 0.92
H: 1.17 -3.13 -1.19
H: 0.53 -1.59 -1.82
H: 2.24 -1.95 -1.62
H: 1.62 2.06 -2.37
H: 1.82 0.25 -2.23
H: 0.10 1.03 -2.25
H: 0.31 2.62 0.96
H: -0.95 1.99 -0.12
H: 0.35 3.19 -0.73
H: 2.53 1.72 1.20
H: 3.19 1.06 -0.16
H: 2.62 2.67 -0.44
H: -3.88 -0.22 -2.55
H: -4.33 -1.45 -1.39
H: -4.01 0.18 -0.76
H: -0.83 1.21 2.15
H: -2.07 2.14 2.63
H: -2.20 0.55 3.23
H: -1.63 -0.92 -1.68
H: -3.45 0.51 1.28

Löwdin population analysis, charges in e, atoms 1 to 2: -0.440 -0.048